Record 1
Formula: C40H82N2O13P
Source: the OMol25 dataset
Level of theory: the ωB97M-V functional and the def2-TZVPD basis

The net charge is -1. The value obtained for the HOMO energy is -3.9378 eV. As for the orbital gap: 0.2004 Eh.

XYZ file:
```
138
C40H82N2O13P (the ωB97M-V functional and the def2-TZVPD basis)
C 4.698 -2.177 -1.548
C 3.992 -1.040 -2.315
C 2.865 -0.377 -1.498
C 1.911 0.378 -2.418
O 0.703 0.855 -1.866
C -0.231 -0.067 -1.361
O -0.095 -1.282 -2.057
C -0.047 -0.424 0.161
O 0.730 0.232 0.855
O -0.732 -1.428 0.474
N -1.560 0.489 -1.610
C -2.392 -0.155 -2.600
C -3.162 -1.420 -2.118
C -4.692 -1.240 -2.057
C -5.417 -1.781 -0.810
N -4.668 -2.832 -0.116
P -2.264 1.820 -0.797
C -3.181 1.032 0.609
C -0.915 2.762 0.050
C -0.914 2.748 1.586
H 5.752 -2.233 -1.801
H 4.608 -2.014 -0.473
H 4.237 -3.136 -1.797
H 4.713 -0.296 -2.667
H 3.514 -1.465 -3.206
H 3.291 0.317 -0.769
H 2.344 -1.165 -0.951
H 1.725 -0.204 -3.329
H 2.421 1.293 -2.745
H -0.402 -1.933 -1.399
H -1.825 -0.376 -3.509
H -3.141 0.590 -2.898
H -2.744 -1.705 -1.151
H -2.926 -2.222 -2.826
H -5.144 -1.741 -2.918
H -4.951 -0.181 -2.164
H -6.396 -2.154 -1.139
H -5.622 -0.984 -0.088
H -4.257 -3.499 -0.755
H -5.233 -3.312 0.568
H -2.687 0.133 0.985
H -3.395 1.757 1.398
H -4.143 0.727 0.182
H -1.074 3.794 -0.280
H 0.064 2.455 -0.312
H 0.063 3.088 1.941
H -1.658 3.448 1.980
H -1.067 1.752 1.994
C 9.843 -0.576 0.102
C 8.504 -0.302 -0.537
O 7.772 -1.185 -0.918
C 8.120 1.153 -0.681
H 10.008 -1.651 0.154
H 10.632 -0.106 -0.482
H 9.875 -0.150 1.105
H 8.863 1.676 -1.285
H 8.090 1.629 0.301
H 7.141 1.226 -1.151
C -9.921 -1.489 -3.154
C -8.914 -2.599 -3.358
O -7.728 -2.395 -3.267
C -9.476 -3.964 -3.667
H -9.399 -0.560 -2.931
H -10.527 -1.362 -4.053
H -10.589 -1.739 -2.328
H -10.072 -3.931 -4.581
H -10.121 -4.297 -2.854
H -8.658 -4.671 -3.794
C -12.287 -6.989 -0.643
C -12.567 -5.632 -1.242
O -12.140 -5.318 -2.329
C -13.402 -4.685 -0.415
H -11.679 -7.574 -1.329
H -11.759 -6.877 0.305
H -13.225 -7.513 -0.450
H -12.913 -4.493 0.541
H -14.379 -5.127 -0.213
H -13.531 -3.747 -0.951
C -6.514 3.588 0.933
C -5.411 4.344 0.235
O -4.415 4.695 0.824
C -5.599 4.621 -1.236
H -6.239 3.429 1.974
H -7.451 4.145 0.884
H -6.666 2.622 0.452
H -6.493 5.229 -1.392
H -5.717 3.680 -1.777
H -4.727 5.143 -1.621
C 1.207 -2.695 2.536
C 2.295 -3.714 2.702
O 3.471 -3.448 2.554
C 1.860 -5.117 3.071
H 1.620 -1.724 2.270
H 0.506 -2.981 1.751
H 0.644 -2.601 3.469
H 1.193 -5.513 2.304
H 1.323 -5.099 4.021
H 2.734 -5.761 3.159
C 12.813 2.945 -1.517
C 12.505 2.779 -0.052
O 11.645 2.024 0.341
C 13.322 3.616 0.901
H 12.168 2.291 -2.101
H 12.654 3.982 -1.809
H 13.857 2.693 -1.711
H 13.189 4.674 0.670
H 14.382 3.381 0.790
H 13.010 3.419 1.924
C -8.143 -0.425 3.347
C -8.633 0.869 2.743
O -8.336 1.193 1.619
C -9.501 1.743 3.618
H -7.527 -0.955 2.624
H -7.552 -0.222 4.242
H -8.991 -1.050 3.634
H -8.958 2.022 4.523
H -10.401 1.200 3.915
H -9.782 2.641 3.073
C 3.242 -1.910 5.528
C 2.448 -1.781 6.801
O 1.325 -2.216 6.913
C 3.132 -1.077 7.954
H 2.654 -2.415 4.773
H 3.518 -0.923 5.155
H 4.154 -2.481 5.716
H 3.398 -0.059 7.664
H 4.049 -1.604 8.222
H 2.465 -1.047 8.813
C 13.440 6.688 -4.173
C 14.235 6.658 -2.890
O 13.916 5.951 -1.963
C 15.448 7.554 -2.822
H 12.597 6.005 -4.101
H 13.073 7.698 -4.362
H 14.074 6.395 -5.012
H 15.151 8.594 -2.964
H 16.151 7.291 -3.614
H 15.932 7.443 -1.855
```

Record 2
Formula: C6H12N
Source: the OMol25 dataset
Level of theory: the ωB97M-V functional and the def2-TZVPD basis

The net charge is +1. The value obtained for the HOMO energy is -13.5692 eV. The value obtained for the energy above the lowest of the compared OMol25 structures with the same formula, charge and spin is 5.1958 eV. As for the orbital gap: 0.3016 Eh.

XYZ file:
```
19
C6H12N (the ωB97M-V functional and the def2-TZVPD basis)
C -1.766 -1.562 -0.218
C -1.587 -0.116 0.175
C 0.545 0.219 -1.199
C 0.806 -0.654 0.032
C -0.458 -0.803 -0.364
C 1.952 -1.339 0.771
N -0.044 3.028 0.004
H -1.818 -2.350 0.571
H -2.173 -1.762 -1.257
H -1.887 0.621 -0.488
H -1.318 0.272 1.074
H 0.067 1.148 -1.284
H 1.144 -0.078 -2.078
H 1.754 -2.415 1.058
H 1.924 -0.833 1.724
H 2.944 -1.114 0.352
H 0.879 2.876 0.348
H -0.765 2.849 0.704
H -0.281 4.023 -0.407
```

Record 3
Formula: C18H27Cl5MnO3SSe2SiTe2
Source: the OMol25 dataset
Level of theory: the ωB97M-V functional and the def2-TZVPD basis

The net charge is -1. The value obtained for the HOMO energy (spin up / spin down) is -4.0766 / -4.1586 eV. Its spin multiplicity is 5. The value obtained for the energy above the lowest of the compared OMol25 structures with the same formula, charge and spin is 1.3492 eV. As for the orbital gap (spin up / spin down): 0.2078 / 0.2188 Eh.

XYZ file:
```
60
C18H27Cl5MnO3SSe2SiTe2 (the ωB97M-V functional and the def2-TZVPD basis)
Mn 0.574 3.635 -0.130
Se 2.868 3.223 -0.413
Te 4.398 5.219 -0.188
Te 2.462 7.144 0.046
Se 0.467 5.828 -0.710
Cl -2.516 3.966 -2.075
C -2.586 3.984 -0.336
C -1.403 3.938 0.363
C -1.490 3.947 1.742
Cl 0.044 3.903 2.582
C -2.686 3.971 2.438
Cl -2.704 3.955 4.164
C -3.873 4.011 1.707
Cl -5.393 4.049 2.530
C -3.823 4.023 0.312
Cl -5.291 4.090 -0.600
C 0.509 -0.543 2.990
C 1.409 -1.490 2.204
C 2.823 -1.456 2.756
C 0.863 -2.910 2.233
O 1.516 -1.042 0.844
Si 0.400 -0.597 -0.269
S 0.163 1.470 -0.309
O 0.852 -1.166 -1.736
C 2.153 -1.413 -2.306
C 3.094 -0.255 -2.000
C 1.928 -1.532 -3.802
C 2.699 -2.719 -1.746
O -1.038 -1.277 0.128
C -2.132 -1.762 -0.675
C -1.750 -3.096 -1.301
C -2.488 -0.738 -1.747
C -3.291 -1.944 0.288
H 0.484 -0.836 4.044
H -0.511 -0.561 2.594
H 0.886 0.481 2.914
H 2.838 -1.792 3.797
H 3.215 -0.438 2.705
H 3.472 -2.106 2.164
H 0.827 -3.283 3.262
H 1.503 -3.571 1.641
H -0.146 -2.932 1.815
H 2.670 0.688 -2.352
H 4.057 -0.415 -2.495
H 3.265 -0.162 -0.923
H 1.522 -0.595 -4.191
H 1.214 -2.333 -4.013
H 2.869 -1.750 -4.316
H 2.853 -2.628 -0.668
H 3.654 -2.967 -2.220
H 1.991 -3.533 -1.931
H -0.904 -2.962 -1.979
H -2.594 -3.509 -1.863
H -1.463 -3.807 -0.521
H -1.655 -0.599 -2.442
H -2.711 0.229 -1.289
H -3.364 -1.076 -2.309
H -3.012 -2.641 1.083
H -4.170 -2.333 -0.234
H -3.547 -0.985 0.745
```